Entry 1:
The following is a quantum chemistry calculation of a cluster of 2 separate species, C2H3I3O2 in total, from the OMol25 dataset.

As for the LUMO energy: -0.91 eV. The value obtained for the relative energy (zero: lowest compared OMol25 entry of this formula, charge and spin) is 164.80 kJ/mol. For the maximum force, the calculation gives 0.07091 hartree/bohr. As for the total charge: 0. Its HOMO-LUMO gap is 7.675 eV. Its structure (SMILES) is O/C(I)=C\I.OI.

```
10
Properties=species:S:1:pos:R:3:nbo_charge:R:1
C -1.3892 0.2775 -0.5583 -0.4764
C -0.4810 0.7838 0.3110 0.2117
O 1.2740 -1.5455 -0.9337 -0.8829
O -0.3021 0.3975 1.5337 -0.6712
I -2.7648 -1.1872 0.0784 0.1479
I 0.8841 2.3087 -0.4274 0.0580
I 2.3064 -2.0373 0.7471 0.3977
H -1.4166 0.6197 -1.5231 0.2225
H 1.6286 -0.6445 -1.2678 0.4862
H 0.2606 1.0272 2.0400 0.5066
```

Entry 2:
The following is a quantum chemistry calculation of an isolated molecule of C3H3ClIN3, from the OMol25 dataset.

As for the LUMO energy: -1.96 eV. The value obtained for the relative energy (zero: lowest compared OMol25 entry of this formula, charge and spin) is 160.61 kJ/mol. For the maximum force, the calculation gives 0.08708 hartree/bohr. As for the total charge: 0. Its HOMO-LUMO gap is 7.570 eV. Its structure (SMILES) is Cn1nnc(Cl)c1I.

```
11
Properties=species:S:1:pos:R:3:nbo_charge:R:1
C 1.3817 1.2340 -0.1380 -0.0846
C 0.8321 -0.0346 -0.0303 0.2007
C -1.4804 -0.9294 0.1248 -0.4005
N 0.3819 2.0601 -0.2119 -0.2201
N -0.7101 1.3954 -0.2108 -0.0609
N -0.4990 0.0654 -0.0610 -0.2327
Cl 2.9821 1.6622 0.0160 0.0814
I 2.2446 -2.2258 -0.1057 0.0372
H -2.3034 -0.3113 0.1977 0.2339
H -1.5287 -1.5749 -0.6815 0.2223
H -1.3008 -1.3412 1.1008 0.2233
```

Entry 3:
The following is a quantum chemistry calculation of a cluster of 7 separate species, C12H37F3N8O9S in total, from the OMol25 dataset.

As for the LUMO energy: -2.10 eV. The value obtained for the relative energy (zero: lowest compared OMol25 entry of this formula, charge and spin) is 778.73 kJ/mol. For the maximum force, the calculation gives 0.10736 hartree/bohr. As for the total charge: 0. Its HOMO-LUMO gap is 5.194 eV.

```
70
Properties=species:S:1:pos:R:3:nbo_charge:R:1
O -9.8447 5.9208 -6.3546 -0.7357
H -9.4026 5.7672 -7.1928 0.5700
H -10.7945 5.9375 -6.4927 0.5829
H -9.5293 5.2217 -5.7771 0.5754
C -10.9716 10.9686 -3.8511 0.7264
F -10.7453 11.2179 -2.5656 -0.3187
F -9.9613 10.2794 -4.3779 -0.3375
F -12.1184 10.3109 -4.0663 -0.3343
S -11.2461 12.6841 -4.7443 2.2357
O -9.8857 13.3306 -4.7342 -0.9873
O -11.7733 12.2882 -6.0617 -1.0094
O -12.2328 13.4529 -3.9154 -0.9727
C -11.5199 8.8613 -10.0831 0.7520
O -11.3339 8.0280 -10.9639 -0.6836
N -10.5995 9.5205 -9.3998 -0.8341
N -12.6497 9.1729 -9.5073 -0.8329
H -9.6621 9.6448 -9.7546 0.3921
H -10.8968 10.2705 -8.7921 0.3985
H -13.3835 8.6381 -9.9497 0.3973
H -12.8051 10.0766 -9.0838 0.4104
C -14.0958 2.5649 -6.8945 0.7474
O -13.8623 3.7060 -6.5518 -0.6908
N -15.2258 2.1558 -7.3316 -0.8061
N -13.3055 1.5281 -6.7968 -0.8315
H -15.2871 1.1860 -7.6070 0.3830
H -15.9816 2.8240 -7.3818 0.4153
H -13.6187 0.5718 -6.8833 0.3852
H -12.3540 1.6639 -6.4865 0.3982
C -8.6748 0.7833 -3.9966 0.7424
O -8.5744 1.7242 -4.7216 -0.7001
N -8.8802 0.8782 -2.7517 -0.8067
N -8.6794 -0.4563 -4.3712 -0.8305
H -8.7673 1.8025 -2.3604 0.4224
H -8.7958 -0.0429 -2.3461 0.3866
H -9.1943 -1.1159 -3.8055 0.3798
H -8.5549 -0.6884 -5.3463 0.4056
C -5.8397 5.9844 -2.0912 -0.6257
C -6.8344 6.0553 -0.9273 -0.0729
C -6.4600 7.2330 0.0124 -0.0734
O -7.2515 7.0908 1.2243 -0.5627
C -6.8014 7.8851 2.3247 -0.2492
N -8.1482 6.2254 -1.4757 -0.8417
H -5.9190 6.7607 -2.8523 0.2087
H -5.8410 5.0438 -2.6421 0.2145
H -4.8006 6.1601 -1.8126 0.2100
H -6.8159 5.1666 -0.2965 0.1979
H -6.4843 8.1946 -0.5004 0.1732
H -5.4410 7.1449 0.3891 0.1617
H -5.8434 7.4425 2.5974 0.1651
H -7.4453 7.7520 3.1941 0.1939
H -6.7640 8.9556 2.1227 0.1777
H -8.3253 7.1693 -1.7884 0.3593
H -8.7960 6.0579 -0.7191 0.3654
C -5.8254 3.9480 -9.9995 -0.6117
C -6.7842 4.4750 -11.0458 -0.0659
C -6.5870 3.9737 -12.4763 -0.0857
O -5.3739 4.7604 -12.8459 -0.5428
C -4.8274 4.3006 -14.0602 -0.2533
N -8.1834 4.3185 -10.4316 -0.8478
H -5.9782 2.8695 -9.9591 0.1923
H -6.0782 4.3122 -9.0037 0.2148
H -4.8109 4.1845 -10.3202 0.2291
H -6.7476 5.5644 -11.0430 0.1998
H -7.4019 4.2619 -13.1404 0.1850
H -6.4165 2.8976 -12.5086 0.1733
H -3.7903 4.6245 -14.1480 0.1921
H -5.3517 4.6298 -14.9573 0.1696
H -4.7208 3.2160 -14.0834 0.1615
H -8.8699 4.7925 -11.0009 0.3584
H -8.4343 3.3676 -10.6620 0.3348
```

Entry 4:
The following is a quantum chemistry calculation of a structure of composition C11H13BrLaO, from the OMol25 dataset.

As for the LUMO energy: 1.74 eV. For the maximum force, the calculation gives 0.05151 hartree/bohr. As for the total charge: -1. Its HOMO-LUMO gap is 4.080 eV.

```
27
Properties=species:S:1:pos:R:3:lowdin_charge:R:1
C 1.7330 -0.8585 -0.8845 -0.2921
C 2.8017 -0.7825 0.0587 -0.2216
C 2.6386 -1.8511 0.9812 -0.2441
H 3.6522 -0.0903 0.0334 0.1114
C 1.5516 -2.6613 0.5578 -0.2309
C 0.9629 -2.0276 -0.5804 -0.2753
H 0.1051 -2.4001 -1.1527 0.1070
H 1.5640 -0.1582 -1.7082 0.1053
H 3.2958 -2.0454 1.8471 0.1030
H 1.2657 -3.6208 1.0006 0.0992
La 0.4307 -0.2367 1.2781 1.6130
Br 0.0052 2.2755 0.2087 -0.1818
C -3.6245 2.0729 -1.2023 -0.2434
C -3.8205 0.8586 -1.9282 -0.2397
C -2.9855 0.8991 -3.0888 -0.2349
H -4.5053 0.0560 -1.6590 0.0365
C -2.2765 2.1394 -3.0789 -0.2302
C -2.6735 2.8684 -1.9146 -0.2760
H -2.3180 3.8495 -1.6270 0.0431
H -4.1238 2.3626 -0.2809 0.0440
H -2.9172 0.1325 -3.8597 0.0394
H -1.5723 2.4865 -3.8314 0.0462
C 2.1933 -0.6591 4.2113 -0.2340
O 1.3167 -0.2258 3.1820 -0.6439
H 2.1588 -1.7520 4.2190 0.0595
H 1.9051 -0.2769 5.2110 0.0689
H 3.2367 -0.3547 4.0075 0.0715
```

Entry 5:
The following is a quantum chemistry calculation of a cluster of 7 separate species, C16H32ClN4O12 in total, from the OMol25 dataset.

As for the LUMO energy: 2.52 eV. For the maximum force, the calculation gives 0.02074 hartree/bohr. As for the total charge: -1. Its HOMO-LUMO gap is 9.956 eV.

```
65
Properties=species:S:1:pos:R:3:nbo_charge:R:1
Cl 18.7517 -29.5364 -13.4393 2.5507
O 18.7600 -28.2662 -12.7530 -0.9008
O 18.4525 -29.3065 -14.8393 -0.9064
O 20.0519 -30.1500 -13.3556 -0.8574
O 17.7195 -30.3500 -12.8474 -0.8610
O 14.6464 -34.0420 -15.0437 -0.6323
C 15.5927 -34.4437 -14.3910 0.6769
N 16.0558 -35.7189 -14.5127 -0.8227
C 16.3029 -33.5390 -13.4083 -0.7228
H 16.6467 -36.1002 -13.7956 0.3871
H 15.5031 -36.3570 -15.0607 0.3959
H 17.2805 -33.8588 -13.0640 0.2197
H 15.5698 -33.3438 -12.6250 0.2389
H 16.4102 -32.5854 -13.9261 0.2583
O 20.0755 -23.9794 -10.3960 -0.6441
C 19.5582 -24.9882 -10.8446 0.6736
N 19.8734 -26.2269 -10.3798 -0.8298
C 18.5503 -24.9741 -11.9691 -0.7171
H 20.6192 -26.3005 -9.7086 0.3912
H 19.6343 -27.0579 -10.9022 0.4209
H 17.7657 -24.2537 -11.7498 0.2318
H 18.1199 -25.9684 -12.0728 0.2394
H 19.0637 -24.6830 -12.8845 0.2304
O 19.3399 -33.8729 -17.5327 -0.6386
C 18.6585 -33.1712 -16.7999 0.6717
N 18.9976 -32.9485 -15.5052 -0.8331
C 17.4034 -32.5253 -17.3152 -0.7336
H 18.7000 -32.1406 -14.9806 0.4159
H 19.8570 -33.4050 -15.2445 0.3983
H 16.5061 -32.9814 -16.8882 0.2495
H 17.3495 -32.5695 -18.3999 0.2329
H 17.2942 -31.4624 -17.0893 0.2288
O 14.3547 -29.0135 -18.2668 -0.6461
C 15.0458 -29.0468 -17.2590 0.6699
N 16.3924 -29.1641 -17.3021 -0.8237
C 14.4118 -28.9381 -15.8995 -0.7179
H 16.8644 -29.3458 -16.4305 0.4238
H 16.8176 -29.2831 -18.2043 0.4001
H 15.0702 -29.1186 -15.0444 0.2225
H 13.5888 -29.6365 -15.7662 0.2371
H 14.0441 -27.9157 -15.8010 0.2328
O 20.3743 -26.3400 -17.0555 -0.5908
C 20.9973 -26.0786 -16.0611 0.7979
O 21.6402 -24.8988 -15.9441 -0.4931
C 22.3374 -24.7845 -14.6932 -0.0695
C 21.9613 -26.0101 -13.8560 -0.4340
C 21.1709 -26.9209 -14.8215 -0.5511
H 22.0299 -23.8335 -14.2620 0.1890
H 23.4133 -24.7576 -14.8711 0.1777
H 21.2971 -25.7238 -13.0396 0.2162
H 22.8401 -26.5063 -13.4570 0.2175
H 20.2189 -27.2904 -14.4549 0.2763
H 21.7885 -27.7953 -15.0313 0.2594
O 23.9665 -29.3525 -18.2281 -0.5918
C 22.7762 -29.4146 -18.0867 0.7988
O 22.1985 -29.5757 -16.8813 -0.4924
C 20.7626 -29.6003 -16.9811 -0.0811
C 20.4346 -29.6998 -18.4784 -0.4358
C 21.7236 -29.2640 -19.1675 -0.5327
H 20.3261 -28.6744 -16.6171 0.2122
H 20.3971 -30.4124 -16.3593 0.2044
H 19.5201 -29.1912 -18.7734 0.2220
H 20.2707 -30.7580 -18.7055 0.2110
H 21.8432 -28.2932 -19.6444 0.2467
H 21.9629 -29.9747 -19.9628 0.2327
```

Entry 6:
The following is a quantum chemistry calculation of a cluster of 2 separate species, C5H7NO in total, from the OMol25 dataset.

As for the LUMO energy: -1.12 eV. The value obtained for the relative energy (zero: lowest compared OMol25 entry of this formula, charge and spin) is 493.04 kJ/mol. For the maximum force, the calculation gives 0.01857 hartree/bohr. As for the total charge: 0. Its HOMO-LUMO gap is 8.168 eV.

```
14
Properties=species:S:1:pos:R:3:nbo_charge:R:1
C 0.1072 -0.2058 -1.9762 -0.6057
C 0.9593 -0.0747 -0.6276 -0.4821
C -0.2843 -0.1124 0.0949 0.0505
C -0.2532 -0.4535 2.4933 0.2704
O 0.8460 0.0593 2.4347 -0.5268
C -1.0201 1.0926 0.1965 0.1026
N -1.7763 1.9598 0.3859 -0.2627
H -0.5716 -1.0682 -1.9852 0.2479
H 0.8684 -0.3618 -2.7315 0.2535
H -0.4676 0.6928 -2.2156 0.2335
H 1.5823 -0.9691 -0.5357 0.2281
H 1.5840 0.8304 -0.5996 0.2259
H -1.1659 0.1539 2.6406 0.1333
H -0.4082 -1.5434 2.4253 0.1315
```

| no. | highest occupied orbital energy (eV) |
| --- | --- |
| 1 | -8.5824 |
| 2 | -9.5302 |
| 3 | -7.2927 |
| 4 | -2.3372 |
| 5 | -7.4393 |
| 6 | -9.2881 |